ORCA calculation (ωB97M-V/def2-TZVPD) on a molecular structure, C34H92BF3HgO14S at a distorted geometry.

```
146
Properties=species:S:1:pos:R:3:lowdin_charge:R:1
Hg -11.2780 9.3654 -23.7002 1.2408
B -9.0847 9.0922 -22.4743 -0.4116
H -9.1204 8.6422 -23.4543 -0.0724
H -9.2867 10.1521 -22.4739 -0.0590
H -9.8464 8.6182 -21.8749 -0.0672
H -8.1308 8.8790 -22.0171 -0.0106
C -10.3432 13.2882 -26.2781 -0.5374
F -8.9907 13.3082 -26.4049 0.0932
F -10.9553 14.4624 -26.5422 0.1133
F -10.7645 12.3673 -27.1707 0.1074
S -10.8070 12.7777 -24.4325 0.6290
O -9.7704 13.4441 -23.5751 -0.3102
O -12.2111 13.2241 -24.1801 -0.3155
O -10.7265 11.3310 -24.3965 -0.4088
C -13.8426 9.2174 -26.9087 -0.0367
C -13.5505 10.4214 -26.0657 -0.4829
C -14.6807 11.4536 -26.0047 -0.0107
O -13.3602 9.9667 -24.7391 -0.1151
H -14.0421 9.4508 -27.9546 0.0893
H -14.7362 8.7108 -26.5441 0.0900
H -13.0744 8.4595 -26.7555 0.0680
H -12.6389 10.9467 -26.3508 0.1101
H -14.7391 11.8982 -26.9982 0.0637
H -14.5213 12.2774 -25.3090 0.0827
H -15.6159 10.9843 -25.6991 0.0902
H -14.1700 9.4809 -24.5667 0.1029
C -13.0664 12.2209 -29.0804 -0.0604
C -12.4407 12.3562 -30.4476 -0.4697
C -12.3402 11.0378 -31.2030 -0.0475
O -13.1902 13.2338 -31.3121 -0.0626
H -12.6373 11.3945 -28.5138 0.0450
H -14.1217 11.9486 -29.0633 0.0813
H -12.8723 13.1378 -28.5240 0.0819
H -11.4702 12.8510 -30.4113 0.1287
H -13.3638 10.6634 -31.1973 0.0828
H -11.6540 10.3847 -30.6639 0.0651
H -11.9526 11.0577 -32.2216 0.0846
H -14.0994 12.9372 -31.3946 0.0814
C -8.4496 15.8087 -21.0273 -0.0626
C -7.5656 14.5941 -21.1996 -0.5484
C -6.7089 14.5074 -20.0149 -0.0767
O -8.3851 13.4770 -21.2890 -0.0322
H -9.1517 15.9070 -21.8552 0.0536
H -7.9134 16.7574 -21.0002 0.0832
H -9.0160 15.7647 -20.0970 0.0825
H -6.9062 14.6854 -22.0628 0.1265
H -5.9816 15.3109 -19.8989 0.0885
H -6.1340 13.5849 -20.0974 0.0815
H -7.2546 14.3635 -19.0824 0.0880
H -8.7516 13.4967 -22.1760 0.0149
C -8.3720 8.1799 -26.5282 -0.0283
C -9.6268 8.9643 -26.7603 -0.4690
C -10.2571 8.7540 -28.0999 -0.0340
O -10.5838 8.6810 -25.7454 -0.1461
H -7.7320 8.6001 -27.3041 0.0906
H -8.4631 7.0997 -26.6422 0.0930
H -7.7967 8.3548 -25.6191 0.0765
H -9.3880 10.0166 -26.6065 0.1344
H -10.5614 7.7302 -28.3177 0.0971
H -9.5324 9.0392 -28.8626 0.0974
H -11.1175 9.3968 -28.2860 0.0631
H -10.9955 7.8760 -26.0680 0.0947
C -5.5624 12.9649 -30.7256 -0.0589
C -6.3308 12.9076 -29.3904 -0.5210
C -7.7094 13.4734 -29.5366 -0.0526
O -6.2900 11.5395 -29.1439 -0.0540
H -4.6068 12.4406 -30.7321 0.0796
H -5.2910 14.0076 -30.8902 0.0724
H -6.1763 12.5885 -31.5439 0.0792
H -5.7157 13.4797 -28.6958 0.1330
H -7.5915 14.4320 -30.0418 0.0737
H -8.3316 13.4762 -28.6417 0.0554
H -8.2045 12.9218 -30.3358 0.0856
H -6.3617 11.4006 -28.1967 0.0324
C -11.9257 15.1758 -21.2045 -0.0627
C -13.3452 14.6931 -21.1615 -0.4538
C -14.2953 15.8827 -21.5626 -0.0495
O -13.6840 13.6420 -22.0551 -0.0754
H -11.5833 15.3527 -22.2241 0.0686
H -11.2359 14.4902 -20.7123 0.0748
H -11.7738 16.1438 -20.7270 0.0872
H -13.6586 14.3643 -20.1707 0.1306
H -14.1884 16.3368 -22.5477 0.0466
H -14.2926 16.7392 -20.8884 0.0734
H -15.3123 15.4908 -21.5527 0.0712
H -13.1869 13.7207 -22.8726 0.0107
C -5.8662 13.4842 -25.0682 -0.0397
C -6.0216 11.9978 -25.2683 -0.4568
C -6.8913 11.2976 -24.2007 -0.0126
O -6.5519 11.7642 -26.5223 -0.0624
H -5.2169 13.9899 -25.7829 0.0858
H -5.4633 13.7040 -24.0796 0.0854
H -6.7558 14.1140 -25.0785 0.0452
H -5.0248 11.5595 -25.3165 0.1461
H -6.9822 10.2423 -24.4581 0.0677
H -7.8948 11.7118 -24.1035 0.0576
H -6.4608 11.3804 -23.2027 0.0930
H -7.3792 12.2458 -26.5935 0.0658
C -8.3039 16.3535 -24.6877 -0.0494
C -7.4609 16.6945 -25.9341 -0.4739
C -8.2482 17.5638 -26.8880 -0.0576
O -6.2626 17.3434 -25.4853 -0.0366
H -8.5885 17.1462 -23.9958 0.0855
H -7.6177 15.7683 -24.0754 0.0565
H -9.2426 15.8328 -24.8767 0.0553
H -7.2641 15.7537 -26.4483 0.1128
H -7.7352 17.6441 -27.8463 0.0809
H -8.4681 18.5419 -26.4600 0.0911
H -9.1835 17.0391 -27.0826 0.0565
H -5.7547 17.7084 -26.2137 0.0857
C -12.1107 17.5078 -24.9431 -0.0269
C -13.4326 17.7844 -25.6959 -0.4832
C -14.4675 16.6380 -25.5961 -0.0385
O -14.1302 18.8144 -25.0447 -0.0569
H -12.3370 17.1793 -23.9287 0.0694
H -11.4934 18.4061 -24.9302 0.0785
H -11.5320 16.7119 -25.4120 0.0482
H -13.3259 18.0951 -26.7352 0.1085
H -14.9285 16.4542 -24.6256 0.0685
H -14.0331 15.7439 -26.0433 0.0673
H -15.2604 16.9402 -26.2803 0.0764
H -13.5393 19.5608 -25.1688 0.0856
C -12.2566 16.8842 -29.0026 -0.0411
C -10.9174 17.3522 -29.7238 -0.4367
C -9.9631 16.1190 -29.8239 -0.0581
O -11.3835 17.6780 -30.9943 -0.0550
H -12.9474 17.7253 -28.9438 0.0711
H -12.0820 16.5037 -27.9961 0.0439
H -12.7463 16.0455 -29.4974 0.0726
H -10.4937 18.2743 -29.3260 0.1343
H -10.4880 15.3375 -30.3732 0.0690
H -9.5559 15.6748 -28.9156 0.0477
H -9.1287 16.3254 -30.4943 0.0772
H -11.4311 16.8356 -31.4522 0.0827
C -12.0729 11.0564 -19.7342 -0.0232
C -12.5246 10.0602 -20.7481 -0.5026
C -13.9963 9.8498 -20.7427 -0.0423
O -12.1409 10.6403 -21.9687 -0.1342
H -12.3532 12.0933 -19.9199 0.0838
H -11.0092 10.9166 -19.5417 0.1005
H -12.4878 10.8481 -18.7481 0.0881
H -12.0184 9.0958 -20.7033 0.1377
H -14.2542 9.2180 -21.5926 0.0713
H -14.5733 10.7580 -20.9168 0.0952
H -14.2156 9.2756 -19.8426 0.0932
H -12.4444 11.5450 -21.8638 0.0780
```

Output
Net charge: 0
Lowest unoccupied orbital energy in eV: -1.4
Kohn-Sham gap in eV: 7.83